1.
The following is a quantum chemistry calculation of a structure of composition C60H57N2NaO7S4, from the OMol25 dataset.

Each line ends with the Löwdin charge.
Atoms and positions in Å:
S1 -1.55724 1.38693 -1.97525  1.0274
S2 -2.83244 -1.96152 1.19483  0.9330
S3 -3.69677 -3.77379 -1.65252  0.8477
S4 -0.40773 -3.49672 -0.65818  0.8894
Na1 -0.26943 -0.05234 0.11194  0.1947
O1 0.31200 2.00564 -0.64177  -0.3072
O2 -2.17970 0.77947 -0.73640  -0.4941
O3 2.28625 1.63124 -7.42250  -0.0225
O4 -0.22103 -0.68323 2.12701  -0.2555
O5 0.82017 -0.63795 -1.84088  -0.0684
O6 3.22447 -0.64299 0.02809  -0.0428
O7 2.16346 3.46612 -6.29857  -0.0099
N1 2.44166 -1.55144 2.56318  0.2236
N2 2.07032 2.23729 -6.36607  -0.3869
C1 3.40934 3.42772 -0.60293  -0.0497
C2 -2.65817 -5.21592 -1.27675  -0.5464
C3 2.77266 2.07480 -0.73190  -0.1392
C4 2.60931 2.91463 4.19089  -0.1181
C5 3.71517 -2.34041 -2.18884  -0.0056
C6 0.96451 0.69385 3.72198  -0.1227
C7 -4.21702 1.08583 -2.88547  -0.2759
C8 -6.83061 1.55383 -2.00217  -0.1153
C9 4.43383 1.70586 -2.59067  -0.0434
C10 -2.90181 -0.02412 5.99550  -0.1164
C11 1.18448 0.03301 -2.84113  -0.4043
C12 4.24592 -3.38938 -2.91924  -0.0776
C13 1.34893 2.25137 -1.47731  -0.3776
C14 0.54395 -1.79791 4.07259  -0.0749
C15 1.11299 1.68201 2.75369  -0.0016
C16 -4.72466 -3.65786 -0.16325  -0.5457
C17 1.72008 0.10010 -5.24457  -0.0278
C18 3.52622 -2.02283 1.95789  -0.2221
C19 -1.95923 3.18034 -1.92705  -0.2218
C20 -1.69304 -0.44265 5.44518  -0.0471
C21 3.84420 -0.14729 -1.10850  -0.1944
C22 3.41489 -4.07342 3.16007  -0.0834
C23 -1.29313 4.19994 0.28742  -0.0335
C24 -0.62722 -3.60869 1.12515  -0.5411
C25 -4.79876 0.26765 -1.91374  -0.0405
C26 1.42851 -0.60549 -4.10878  -0.0130
C27 0.00408 -0.48748 3.44205  -0.5266
C28 -3.37963 1.17804 3.98289  -0.0807
C29 5.55636 -3.33082 -3.38303  -0.1137
C30 1.61645 2.15934 -3.95912  0.0173
C31 -1.13264 -5.01642 -1.29044  -0.5544
C32 -1.31753 -0.07428 4.15664  -0.1138
C33 -3.75136 0.79034 5.26643  -0.1217
C34 -4.97292 2.12731 -3.41655  -0.0685
C35 -3.83609 3.74166 1.30190  -0.1036
C36 -6.26896 2.36213 -2.97892  -0.1074
C37 -2.06189 -3.53087 1.64936  -0.4956
C38 -4.50516 -2.45795 0.76356  -0.5447
C39 4.18130 -1.08845 0.98007  -0.1152
C40 4.49386 -1.20967 -1.91701  -0.1561
C41 -1.58972 4.53447 1.59957  -0.0788
C42 4.73619 3.00962 -2.59114  -0.0884
C43 3.70479 1.14137 -1.45049  -0.1037
C44 -2.85949 4.30114 2.11173  -0.1142
C45 -2.26623 3.63125 -0.52677  -0.2586
C46 4.30779 3.86968 -1.48864  -0.1048
C47 1.80773 -2.31539 3.44174  -0.2462
C48 2.28216 -3.58720 3.78116  -0.0376
C49 -3.53787 3.40588 -0.01157  -0.0344
C50 -2.79116 0.86587 -3.25284  -0.2575
C51 5.80255 -1.15799 -2.38134  -0.0424
C52 6.33065 -2.21462 -3.11394  -0.1014
C53 2.45704 1.94178 5.16616  -0.1113
C54 -6.09138 0.50180 -1.47536  -0.0845
C55 1.35483 1.47778 -2.80270  -0.1340
C56 1.92479 2.78078 2.98892  -0.0771
C57 1.79259 1.49517 -5.18523  -0.2005
C58 -2.18603 0.74497 3.43497  -0.0206
C59 1.63269 0.84871 4.93274  -0.0431
C60 4.05156 -3.28150 2.21308  -0.0292
H1 -4.82580 3.54151 1.69757  0.0926
H2 5.00385 -1.60785 0.47314  0.1187
H3 -0.13523 -4.50362 1.52198  0.0786
H4 -2.82366 3.39015 -2.55503  0.0755
H5 -0.81488 4.93936 2.23930  0.0962
H6 2.98037 2.03167 6.11239  0.0853
H7 -5.10852 -2.64073 1.66159  0.0733
H8 1.74713 -4.18053 4.51375  0.1056
H9 -1.04402 -1.06781 6.04608  0.0923
H10 0.69826 -1.77244 5.15550  0.0977
H11 4.69136 4.88221 -1.42907  0.0836
H12 4.59849 -0.21870 1.50569  0.1408
H13 3.79015 -5.06336 3.39408  0.0942
H14 2.68961 -2.35964 -1.83695  0.1092
H15 -4.28695 2.93021 -0.63437  0.1018
H16 -1.08276 3.67987 -2.34113  0.0943
H17 -2.89154 -5.99498 -2.00767  0.0577
H18 1.35695 3.32363 -1.80416  0.1228
H19 -2.97427 -5.60566 -0.30983  0.0493
H20 -3.17245 -0.33910 6.99795  0.0845
H21 -1.91709 1.02149 2.42356  0.1164
H22 1.34654 -1.68567 -4.12957  0.1008
H23 -2.50433 1.34777 -4.19048  0.0973
H24 2.02640 3.53501 2.21708  0.0871
H25 1.72757 3.23624 -3.93330  0.1189
H26 -6.83688 3.18241 -3.40183  0.0922
H27 2.52929 1.66331 0.24629  0.1297
H28 -4.60513 -4.59108 0.38780  0.0548
H29 -0.09218 -2.72449 1.49468  0.0351
H30 3.25230 3.77099 4.36104  0.0853
H31 -2.57028 -0.20020 -3.33091  0.0968
H32 3.04441 4.08730 0.17677  0.0954
H33 -7.83867 1.74188 -1.65229  0.0891
H34 -0.24214 -2.53933 3.89725  0.1167
H35 -0.78718 -5.05162 -2.32646  0.0600
H36 -4.53983 2.76554 -4.17916  0.1091
H37 -3.07718 4.53010 3.14849  0.0941
H38 3.62662 -4.25158 -3.13546  0.0979
H39 1.51521 0.10323 5.71060  0.0998
H40 -0.68616 -5.88707 -0.79639  0.0708
H41 7.35291 -2.16361 -3.46969  0.0907
H42 -2.66251 -4.34952 1.25391  0.0396
H43 -5.76887 -3.63718 -0.48755  0.0611
H44 -2.03502 -3.64988 2.73618  0.0702
H45 -4.19204 -0.52578 -1.49627  0.0890
H46 -4.69401 1.12168 5.68812  0.0841
H47 6.41051 -0.29032 -2.15960  0.1133
H48 -4.03172 1.81703 3.39833  0.0821
H49 -4.92682 -1.55914 0.30911  0.0348
H50 4.72995 1.06436 -3.41092  0.1152
H51 4.91992 -3.63224 1.67093  0.1033
H52 -0.29208 4.32300 -0.09957  0.1054
H53 5.96759 -4.15340 -3.95660  0.0879
H54 1.88185 -0.39882 -6.18985  0.1028
H55 5.28057 3.44463 -3.42133  0.0932
H56 0.59616 1.59656 1.80625  0.0976
H57 -6.51846 -0.13397 -0.70878  0.0924

For the molecular weight, the calculation gives 1069.4 g/mol. The HOMO energy comes out at -2.0571 eV. The total charge is -2. As for the energy relative to the best compared isomer or geometry (same formula, charge and spin): 45.3 kJ/mol. For the frontier orbital gap, the calculation gives 0.1985 Ha.



2.
The following is a quantum chemistry calculation of a structure of composition C51H51N5O4P2SeTeV, from the OMol25 dataset.

Each line ends with the Löwdin charge.
Atoms and positions in Å:
Te1 0.60156 3.24096 1.22672  1.4642
Se1 1.49979 -2.00530 -0.54924  0.9577
V1 0.60719 0.10321 0.07128  0.3660
P1 1.78179 1.56079 -1.44384  0.9527
P2 2.56284 0.57117 1.37924  0.9507
O1 -4.94545 -2.18139 -2.43922  0.1665
O2 -0.88847 0.11125 1.03297  -0.2022
O3 -2.82400 -0.92914 1.53342  0.1865
O4 -4.92200 -1.90703 -0.22965  0.1864
N1 4.34336 5.16233 3.68860  0.1002
N2 -0.76580 -3.55040 -1.45636  0.0155
N3 -0.78047 -3.24100 0.71636  0.0100
N4 -2.58758 -0.88427 -2.82709  0.2242
N5 -1.07840 -0.10024 -1.45557  0.0908
C1 1.85982 3.71781 -3.12786  -0.0507
C2 1.30440 4.78272 -3.81770  -0.0294
C3 -0.26478 -3.01452 2.08053  -0.1160
C4 1.21921 0.59086 3.79136  -0.0990
C5 5.19713 0.98117 0.77565  -0.1130
C6 4.54350 -1.34194 0.97386  -0.0925
C7 3.43811 4.31465 1.64231  -0.1321
C8 4.47474 4.83266 2.40806  -0.1224
C9 -2.16368 -0.55664 -0.74497  -0.1481
C10 3.14252 -0.14984 -3.15519  -0.1050
C11 3.23996 0.92149 -2.26608  -0.3591
C12 -2.93766 -4.85206 -1.62882  0.0165
C13 2.21066 4.11290 2.26110  -0.5415
C14 1.12727 0.80370 5.15587  -0.0395
C15 -0.57867 0.05551 -3.94020  0.0358
C16 -1.36819 -0.30467 -2.73578  -0.3021
C17 -2.97316 -4.43666 1.20318  0.0153
C18 2.75804 -4.58236 -3.05025  -0.0986
C19 3.40607 1.59826 5.19339  -0.0407
C20 5.57284 1.16131 -2.81141  -0.0369
C21 6.83898 -0.75806 0.56038  -0.0240
C22 -0.12696 -2.98777 -0.42209  -0.5267
C23 -3.96542 -5.31820 -0.83792  -0.0206
C24 4.20759 0.01098 0.96254  -0.3593
C25 6.51036 0.59290 0.57618  -0.0436
C26 -3.98171 -5.11349 0.55270  -0.0216
C27 2.05235 4.47154 3.58961  -0.1146
C28 0.92178 -3.92007 2.40542  -0.1773
C29 4.46156 1.57906 -2.09951  -0.1010
C30 4.25838 -0.56287 -3.86324  -0.0387
C31 -0.05883 5.03355 -3.73227  -0.0199
C32 -1.93025 -3.96484 0.40717  -0.1400
C33 5.47121 0.09224 -3.69178  -0.0204
C34 1.03805 2.90973 -2.33716  -0.3827
C35 0.66143 -5.41182 2.20998  -0.2389
C36 -0.30273 -6.00222 3.23107  -0.0780
C37 1.90577 1.77736 0.28659  -0.9047
C38 -1.91930 -4.16256 -0.97242  -0.1407
C39 1.57933 -5.33505 -2.44719  -0.2406
C40 2.41061 0.89203 3.12591  -0.3683
C41 -0.87868 4.22357 -2.95510  -0.0400
C42 3.15280 5.00853 4.25300  -0.1140
C43 5.85974 -1.72148 0.76080  -0.0350
C44 0.25500 -5.04368 -3.14824  -0.1569
C45 -0.31612 -3.66015 -2.84884  -0.1309
C46 -2.08019 -0.50782 0.70239  -0.4399
C47 2.21834 1.30810 5.85327  -0.0242
C48 -0.33514 3.15973 -2.25714  -0.1361
C49 3.51248 1.38622 3.82987  -0.0654
C50 -4.42090 -1.77665 -1.44170  -0.4645
C51 -3.10751 -1.07006 -1.57821  -0.0372
H1 1.77077 -6.40730 -2.49987  0.1231
H2 -1.10473 -3.18116 2.75022  0.1305
H3 5.45166 5.00018 1.96480  0.1203
H4 4.18368 -1.39400 -4.55207  0.1207
H5 2.91974 3.51796 -3.21865  0.1084
H6 0.00290 -1.96188 2.17177  0.0884
H7 3.06666 5.30836 5.29207  0.1259
H8 0.38816 -5.11058 -4.23159  0.1331
H9 -3.09775 -1.13352 -3.66805  0.1963
H10 -0.35790 -0.83030 -4.53867  0.0999
H11 3.59379 4.10751 0.58964  0.0904
H12 -3.00524 -4.27437 2.27165  0.1222
H13 1.93453 5.41563 -4.42796  0.1265
H14 0.36368 0.20996 3.24722  0.0827
H15 2.20116 -0.66408 -3.29595  0.0697
H16 2.88586 -4.84771 -4.10148  0.0891
H17 0.35149 0.54273 -3.66932  0.0476
H18 6.12435 -2.77039 0.77289  0.1228
H19 0.12260 -5.95677 4.23464  0.0886
H20 6.51789 1.67264 -2.68367  0.1263
H21 -0.97298 2.52889 -1.65093  0.0859
H22 -1.93999 4.42380 -2.89505  0.1235
H23 1.61939 -5.92937 2.28408  0.1189
H24 -4.78830 -5.84962 -1.29657  0.1312
H25 3.79470 -2.09996 1.17649  0.0679
H26 4.94403 2.03638 0.79451  0.0928
H27 1.48870 -5.11904 -1.37444  0.0902
H28 -0.49391 -5.79550 -2.88978  0.1182
H29 1.12210 4.32918 4.12510  0.1091
H30 6.34028 -0.22939 -4.25075  0.1271
H31 -2.93690 -5.01059 -2.69897  0.1303
H32 -4.35156 -1.54984 0.47611  0.0996
H33 -4.81686 -5.49534 1.12395  0.1302
H34 7.86740 -1.05908 0.40711  0.1261
H35 0.20889 0.57012 5.67754  0.1227
H36 -1.14596 0.74931 -4.56319  0.1136
H37 4.54385 2.41667 -1.41638  0.1064
H38 0.30757 -5.60214 1.18923  0.1003
H39 3.68825 -4.82161 -2.53501  0.0842
H40 2.62832 -3.49724 -2.99645  0.0257
H41 1.18540 -3.72593 3.44899  0.1322
H42 4.25467 1.98548 5.74165  0.1280
H43 -0.51518 -7.04752 3.01101  0.0879
H44 -0.48661 5.86338 -4.27966  0.1281
H45 0.41838 -2.87207 -3.01782  0.0860
H46 4.44876 1.60010 3.33058  0.1118
H47 1.78745 -3.60463 1.81204  0.0714
H48 2.14485 1.46734 6.92156  0.1268
H49 -1.26038 -5.47709 3.25743  0.0534
H50 7.27926 1.34235 0.44082  0.1259
H51 -1.18497 -3.45190 -3.47405  0.1274

For the molecular weight, the calculation gives 1117.5 g/mol. The HOMO energy (alpha / beta) comes out at -15.5725 / -15.5725 eV. The total charge is +3. For the frontier orbital gap (alpha / beta), the calculation gives 0.2217 / 0.2216 Ha.



3.
The following is a quantum chemistry calculation of a cluster of 12 separate species, C12H47F6NO11P in total in a non-equilibrium geometry, from the OMol25 dataset.

Each line ends with the Löwdin charge.
Atoms and positions in Å:
P1 1.58573 0.36767 0.53407  0.1784
F1 1.36517 1.62119 -0.41199  -0.1115
F2 2.75861 -0.25661 -0.36400  -0.1378
F3 2.64674 1.19069 1.41893  -0.1388
F4 0.39396 0.87458 1.55928  -0.1831
F5 1.78884 -0.91558 1.55971  -0.1847
F6 0.46883 -0.47993 -0.26271  -0.1532
O1 1.70007 -0.01869 4.31394  -0.0705
O2 1.30923 5.12359 -1.48323  -0.0634
O3 0.51583 1.77812 -4.50493  -0.0828
O4 -3.65384 -0.84720 0.02594  -0.1095
O5 6.83750 3.05914 2.91284  -0.0951
O6 -0.70731 2.80200 -1.88919  -0.0501
O7 5.47119 0.00047 -2.00460  -0.0570
O8 4.17732 2.62531 -0.66984  -0.0598
O9 -2.11729 -3.20141 -0.52233  -0.2042
O10 -1.15193 3.29113 0.99762  -0.0666
O11 -2.99985 0.79003 4.80831  -0.0841
N1 -3.46980 -3.53698 -3.86427  0.0271
C1 4.59730 2.41988 3.69515  -0.0840
C2 -2.85781 0.34978 0.10935  -0.3031
C3 -1.93899 0.18643 4.07221  -0.3030
C4 -2.36141 -1.10475 3.40562  -0.0857
C5 1.11373 0.49617 -4.25406  -0.2916
C6 -0.89016 -3.38823 0.15149  -0.0760
C7 5.69528 2.21785 2.65404  -0.3027
C8 -3.79054 1.43597 0.58000  -0.0867
C9 -4.16230 -5.02297 -2.03595  -0.0619
C10 -2.09787 -3.58323 -1.86460  -0.2236
C11 -3.51264 -3.70205 -2.38375  -0.4196
C12 0.15792 -0.47469 -3.57339  -0.0908
H1 -1.31637 2.95878 -2.61553  0.0617
H2 -0.31337 -0.02691 -2.69766  0.0522
H3 -0.66062 -0.72946 -4.25470  0.0685
H4 6.00534 1.16959 2.61291  0.1083
H5 -1.68510 0.93221 3.31742  0.0991
H6 -0.93272 3.37081 0.06189  -0.0073
H7 -1.59842 -4.57301 -1.98744  0.1285
H8 5.32784 2.48572 1.66591  0.0880
H9 -1.03420 -3.12166 1.19332  0.0834
H10 2.32837 -0.61737 3.89883  0.0234
H11 0.82676 5.32624 -0.67679  0.0267
H12 -1.39296 -2.99196 -2.46988  0.1182
H13 -0.08889 2.14674 -2.22850  0.0119
H14 4.13029 3.39515 3.57552  0.0760
H15 -3.46935 -5.85354 -2.19896  0.0766
H16 -4.07750 -2.85330 -1.97639  0.1338
H17 -3.60761 0.10155 5.09046  0.0672
H18 0.89349 4.31405 -1.80221  -0.0057
H19 -1.97575 0.16980 0.72533  0.0828
H20 -3.24688 2.30277 0.96125  0.0523
H21 0.14190 1.79492 -5.38812  0.0797
H22 5.01997 2.29969 4.69513  0.0691
H23 -0.58835 -4.44853 0.12742  0.0910
H24 -2.36625 -1.95780 4.09184  0.0738
H25 -4.45509 1.09011 1.37242  0.0704
H26 -0.57993 2.57923 1.30697  0.0028
H27 -3.12319 -1.65864 0.05097  0.0390
H28 -4.39931 -3.47128 -4.25736  0.0611
H29 -1.70719 -1.33872 2.56172  0.0548
H30 5.67105 -0.90469 -2.25621  0.0293
H31 -0.08993 -2.82087 -0.32518  0.0808
H32 5.16889 -0.06595 -1.09208  0.0198
H33 3.50738 2.73531 0.01227  0.0097
H34 1.28056 0.38909 3.54720  -0.0055
H35 -4.38585 -5.05726 -0.96613  0.0822
H36 7.44893 2.54946 3.44865  0.0649
H37 0.70288 -1.37505 -3.29905  0.0775
H38 -3.36687 -1.07315 2.97317  0.0752
H39 3.83152 1.65437 3.57122  0.0436
H40 -2.99325 -2.66872 -4.07586  0.0548
H41 -4.41835 1.76680 -0.25087  0.0694
H42 1.96881 0.72253 -3.61868  0.1119
H43 -2.48948 0.61273 -0.89162  0.0981
H44 3.89460 1.84743 -1.15970  -0.0035
H45 -1.06045 0.00960 4.69701  0.1004
H46 1.46624 0.00154 -5.16446  0.1092
H47 -5.06314 -5.21608 -2.61514  0.0703

For the molecular weight, the calculation gives 526.5 g/mol. The HOMO energy comes out at -7.2147 eV. The total charge is -1. For the frontier orbital gap, the calculation gives 0.3495 Ha.



4.
The following is a quantum chemistry calculation of a cluster of 3 separate species, C10H16N2O2 in total in a non-equilibrium geometry, from the OMol25 dataset.

Each line ends with the Löwdin charge.
Atoms and positions in Å:
O1 -0.47557 -5.27082 1.99551  0.2410
O2 0.14601 -4.93665 4.12332  0.2365
N1 1.03836 2.88734 1.15369  0.0000
N2 -2.02655 0.38779 -5.37214  -0.1808
C1 1.23118 -1.29815 3.77852  -0.0372
C2 -2.41324 0.29086 -6.77467  -0.1375
C3 -0.23281 -5.06812 3.07576  -0.4765
C4 0.70120 0.73478 1.19067  -0.0589
C5 1.11737 2.49540 2.40806  -0.1274
C6 -1.27048 1.48005 -4.74088  -0.1230
C7 0.93506 1.14419 2.52196  -0.3381
C8 0.71162 1.82655 0.37817  -0.1349
C9 1.13251 0.44859 3.69145  0.0242
C10 1.43638 -1.98695 5.10398  -0.1713
H1 0.47555 1.93035 -0.73506  0.1357
H2 1.56808 3.00985 3.21705  0.1190
H3 -1.90225 0.97412 -7.45099  0.0653
H4 -1.03963 1.05572 -3.80160  0.0573
H5 -1.44886 -0.36828 -5.18310  0.0492
H6 -3.46021 0.54757 -6.94837  0.0670
H7 0.49747 -0.20184 0.70965  0.0973
H8 -1.97565 2.30645 -4.56090  0.0788
H9 1.33916 1.01996 4.57135  0.0669
H10 0.92311 -2.88256 5.35374  0.0260
H11 0.84963 -1.82363 2.86171  0.0629
H12 1.47880 -1.24764 5.91044  0.0683
H13 -0.44329 1.78806 -5.33233  0.0595
H14 0.83295 3.90323 0.93465  0.1882
H15 2.44916 -2.45027 5.02008  0.0787
H16 -2.17506 -0.69595 -7.09973  0.0641

For the molecular weight, the calculation gives 196.3 g/mol. The HOMO energy (alpha / beta) comes out at -6.7840 / -7.2783 eV. As for the energy relative to the best compared isomer or geometry (same formula, charge and spin): 465.2 kJ/mol. Its SMILES is C/C=C/c1cc[nH]c1.O=C=O.CNC. For the frontier orbital gap (alpha / beta), the calculation gives 0.2708 / 0.2892 Ha.